a | 64
Properties=species:S:1:pos:R:3 method="wB97M-V/def2-TZVPD" e_homo_ev=-7.91 homo_lumo_gap_ev=8.4 e_lumo_ev=0.5 smiles="COc1ccc(C(=O)OCC(=O)Nc2cc(S(=O)(=O)N3CCOCC3)ccc2N2CCCC2)cc1"
S 0.98 -2.44 -0.22
O -0.83 -4.74 2.40
O -0.67 3.12 2.04
O -3.01 2.33 -0.44
O 1.51 -1.96 1.03
O -1.81 1.37 2.90
O 4.17 -0.67 3.10
O 1.85 -3.24 -1.04
N -1.04 2.12 -3.46
N -0.73 2.37 -0.49
N -0.44 -3.31 -0.02
C 2.94 1.28 2.70
C 0.56 1.33 2.97
C -0.46 1.20 -1.26
C 1.75 1.96 2.61
C -1.15 3.48 -5.37
C 4.20 -2.07 3.22
C 0.06 0.13 -0.55
C -1.84 3.50 1.33
C 0.12 -1.22 -2.52
C -0.91 -3.33 2.40
C 0.60 0.04 3.49
C -1.32 -2.81 1.02
C -0.30 -4.76 0.04
C 0.10 -5.21 1.44
C 2.97 -0.05 3.14
C -0.66 1.10 -2.66
C -2.04 4.08 -4.29
C 0.36 -1.07 -1.16
C 1.79 -0.65 3.57
C -1.95 2.65 0.05
C -1.52 3.42 -3.02
C -1.01 2.03 -4.91
C -0.37 -0.16 -3.24
C -0.76 1.91 2.69
H -2.74 3.34 1.93
H 0.34 -2.17 -2.98
H 0.10 -6.29 1.52
H -1.73 4.55 1.09
H 0.25 0.23 0.51
H -0.70 4.00 -2.58
H -0.56 -0.30 -4.29
H 5.21 -2.37 2.96
H -0.33 -0.43 3.79
H -1.65 -3.07 3.15
H 1.10 -4.82 1.67
H -1.28 -1.72 1.00
H 3.49 -2.53 2.53
H 3.98 -2.39 4.25
H -1.98 5.17 -4.24
H 0.07 -2.90 2.66
H -1.26 -5.20 -0.25
H -1.85 1.43 -5.27
H -0.08 1.59 -5.25
H -1.58 3.56 -6.37
H -2.31 3.30 -2.28
H -0.18 3.97 -5.37
H -3.08 3.80 -4.46
H 1.79 -1.66 3.96
H 0.47 -5.03 -0.69
H -2.34 -3.13 0.78
H 0.05 2.65 0.10
H 3.87 1.73 2.40
H 1.74 2.97 2.24

---

b | 64
Properties=species:S:1:pos:R:3 method="wB97M-V/def2-TZVPD" e_homo_ev=-8.00 homo_lumo_gap_ev=8.6 e_lumo_ev=0.6
S -0.95 -0.77 -1.78
O 3.01 3.86 -0.92
O -1.04 -1.05 5.79
O 2.48 -0.35 1.44
O -1.27 -1.66 -0.68
O -0.05 0.47 -4.02
O -1.77 0.40 -1.89
O 0.63 0.39 5.36
N 0.66 -0.35 -1.57
N -0.01 0.26 2.49
N 0.20 -0.29 1.26
C 1.02 2.64 -3.67
C 1.07 0.92 -2.00
C -2.48 -0.24 2.41
C -3.37 -0.37 3.64
C 1.45 -1.09 -0.62
C 0.66 1.37 -3.26
C 1.62 -0.48 5.92
C -2.93 0.78 4.56
C -1.41 0.86 4.35
C -1.06 -1.79 -3.25
C 0.01 -2.55 -3.66
C 1.46 -0.53 0.82
C -2.43 -2.71 -4.98
C 1.87 1.74 -1.20
C -0.61 -0.05 5.27
C 2.12 -1.45 4.86
C -1.18 0.29 2.97
C -0.14 -3.40 -4.75
C -0.77 0.97 -5.12
C 1.80 3.46 -2.87
C -2.29 -1.87 -3.89
C 2.24 3.00 -1.63
C 3.46 3.45 0.36
C -1.36 -3.47 -5.40
H 2.42 0.18 6.26
H -3.38 -2.78 -5.49
H 2.19 1.38 -0.24
H -3.17 0.58 5.60
H 4.09 2.56 0.31
H 0.70 3.01 -4.64
H -1.37 0.14 -5.49
H 2.08 4.44 -3.20
H 2.62 3.26 1.04
H -1.43 1.79 -4.82
H 1.04 -2.10 -0.58
H 2.41 -0.91 3.96
H 4.04 4.29 0.74
H -2.35 -1.18 1.87
H -1.00 1.87 4.43
H 1.18 -1.02 6.77
H -0.58 -0.64 0.71
H 2.49 -1.13 -0.97
H -4.43 -0.32 3.40
H -0.10 1.31 -5.92
H -1.47 -4.13 -6.25
H 0.95 -2.47 -3.14
H -2.88 0.50 1.70
H 2.97 -2.01 5.24
H -3.10 -1.25 -3.53
H 0.70 -3.99 -5.08
H -3.39 1.71 4.25
H 1.33 -2.15 4.60
H -3.17 -1.32 4.14

---

Which structure is most stable? a, by 25.5 kcal/mol over the runner-up.

---

a | 116
Properties=species:S:1:pos:R:3 method="wB97M-V/def2-TZVPD" e_homo_ev=-8.99 homo_lumo_gap_ev=9.3 e_lumo_ev=0.4 smiles=COC[C@H](C)N.COC[C@H](C)N.COC[C@H](C)N.COC[C@H](C)N.CC(C)O.CC(C)O.CO.CO.CO.CO
O -3.18 -7.50 0.01
O -1.59 -0.03 -0.61
O -1.04 9.24 -6.50
O 6.17 -5.28 2.42
O -6.95 4.86 -3.30
O -6.37 -3.64 4.67
O -0.63 -4.33 -5.67
O -8.49 1.13 3.47
O 3.96 1.34 7.07
O 6.01 2.59 -4.13
N -2.14 6.79 -5.23
N -2.18 -4.72 1.94
N 7.15 1.15 9.11
N 2.97 0.47 -4.76
C -1.67 -6.85 2.96
C -4.36 -8.14 -0.45
C -1.49 7.88 -4.49
C 4.41 0.73 -4.71
C 5.15 -4.95 1.47
C -8.40 2.47 2.97
C -2.65 1.76 0.50
C -1.00 -4.76 -4.41
C 4.34 -3.70 1.95
C -0.45 8.48 -5.46
C -3.40 -6.54 1.03
C 4.96 1.49 8.10
C -3.82 0.15 -1.07
C 6.36 0.91 7.91
C -7.71 4.07 -4.13
C 4.25 -6.20 1.24
C 4.23 2.01 5.84
C 4.64 2.11 -4.05
C -2.59 0.94 -0.82
C -2.07 -6.07 1.62
C 6.27 -0.57 7.71
C 5.00 0.60 -6.14
C -0.14 9.68 -7.46
C -0.82 7.28 -3.24
C 7.04 1.93 -3.40
C -6.25 -3.95 6.00
H 7.06 0.92 -3.81
H -3.38 2.56 0.34
H -2.43 1.60 -1.68
H 6.71 -4.51 2.59
H -4.04 -0.55 -0.27
H -0.22 6.40 -3.48
H -4.11 -8.83 -1.25
H -2.38 7.06 -6.17
H 6.01 -1.12 8.61
H -1.44 6.08 -5.41
H -5.10 -7.51 -0.94
H -8.61 3.74 -3.61
H -0.15 7.99 -2.75
H -9.42 1.05 3.72
H -7.95 4.63 -5.03
H -3.68 -0.41 -2.00
H 5.24 1.68 5.58
H 3.89 -3.93 2.92
H -1.48 -7.87 2.62
H 6.83 1.43 7.08
H 5.00 -0.43 -6.49
H -6.17 5.06 -3.83
H -3.88 -5.72 0.50
H 4.06 2.90 -4.52
H -1.52 -4.40 2.64
H 2.64 0.48 -3.81
H -7.44 2.88 3.29
H 4.85 -0.02 -4.06
H -2.97 1.09 1.30
H -1.96 -0.60 0.06
H -4.69 0.80 -1.10
H -0.52 -4.10 -3.68
H 4.95 -2.80 1.96
H 3.51 1.82 5.04
H -0.71 10.30 -8.15
H 4.30 2.16 -3.01
H 6.80 1.81 -2.34
H 3.52 -3.47 1.27
H 3.70 -6.40 2.16
H -7.15 3.20 -4.48
H 0.30 8.85 -8.01
H 4.36 1.25 -6.75
H 0.25 9.13 -4.93
H -0.78 -6.51 3.49
H -4.72 -8.84 0.31
H 3.49 -5.95 0.50
H -0.71 -5.78 -4.16
H -1.23 -4.82 -6.25
H -2.07 -4.78 -4.20
H 4.56 1.07 9.02
H -9.20 3.08 3.38
H 7.80 0.37 9.09
H 5.22 2.51 8.36
H -1.53 6.93 -2.49
H -3.09 -4.56 2.35
H -6.22 -5.02 6.18
H 0.13 7.66 -5.87
H -6.53 -2.70 4.56
H 2.76 -0.50 -4.97
H -4.09 -6.82 1.83
H -2.47 -6.95 3.69
H 4.18 3.08 6.05
H -1.69 2.21 0.76
H -5.39 -3.44 6.45
H 6.04 0.92 -6.22
H 5.64 -4.63 0.55
H 7.99 2.43 -3.56
H 0.61 10.34 -7.03
H 7.22 -0.99 7.37
H 4.79 -7.08 0.88
H -7.12 -3.46 6.44
H -1.30 -6.13 0.86
H -8.43 2.57 1.88
H 5.54 -0.77 6.92
H 6.66 0.89 9.95
H -2.20 8.65 -4.19

---

b | 116
Properties=species:S:1:pos:R:3 method="wB97M-V/def2-TZVPD" e_homo_ev=-8.84 homo_lumo_gap_ev=9.3 e_lumo_ev=0.5 smiles=COC[C@H](C)N.COC[C@H](C)N.COC[C@H](C)N.COC[C@H](C)N.CC(C)O.CC(C)O.CO.CO.CO.CO
O 0.50 -24.94 -1.95
O -1.37 -22.12 -1.66
O -2.31 -18.11 -0.91
O 3.03 -21.82 -3.82
O 1.68 -20.05 -7.61
O -1.76 -21.97 1.13
O 1.49 -17.40 -4.00
O 1.22 -21.67 -1.64
O 3.89 -16.71 -5.82
O 5.03 -20.69 0.15
N 6.40 -18.32 -0.96
N 3.20 -23.55 -0.07
N -0.75 -18.78 2.45
N 3.71 -19.41 -5.07
C 0.42 -20.06 -6.85
C -1.83 -18.82 0.21
C 1.19 -20.26 -1.38
C 4.88 -18.86 -5.83
C 4.40 -17.67 -6.70
C 4.44 -19.41 0.08
C 2.68 -24.41 -1.13
C -1.82 -23.23 1.68
C 0.84 -16.87 -2.83
C 0.21 -17.22 0.77
C 1.30 -24.82 -0.75
C -0.37 -21.32 -7.11
C -1.07 -17.95 1.27
C -3.61 -18.39 -1.25
C 5.61 -20.91 1.38
C 3.66 -15.52 -6.54
C 4.60 -16.98 0.12
C -0.25 -18.74 -7.09
C -0.74 -25.59 -1.66
C 3.69 -25.54 -1.41
C -3.32 -21.59 -2.93
C -1.40 -22.67 -4.08
C -2.18 -22.59 -2.76
C 5.38 -18.27 0.12
C 2.86 -22.77 -4.89
C 5.58 -19.96 -6.63
H -2.32 -23.98 0.98
H -3.89 -21.81 -3.81
H 4.13 -23.27 -0.30
H 3.68 -19.28 0.91
H 0.92 -17.91 0.28
H 1.87 -21.76 -2.40
H 0.14 -19.89 -1.43
H -0.97 -21.73 -4.28
H 6.54 -19.62 -7.09
H -0.15 -17.36 -2.71
H 4.95 -16.22 0.82
H 3.37 -26.13 -2.34
H -2.01 -23.05 -4.89
H 1.55 -20.10 -0.37
H -1.73 -21.97 0.14
H -0.56 -23.41 -3.97
H -2.46 -23.58 -2.41
H 3.46 -18.69 -4.42
H 1.39 -17.16 -1.94
H -1.79 -17.05 1.57
H -1.31 -21.17 -6.53
H 2.54 -23.98 -2.11
H 4.99 -20.72 2.22
H 5.45 -18.30 -5.05
H -0.66 -26.70 -1.56
H 2.13 -16.72 -4.28
H 5.89 -18.16 1.12
H -0.88 -23.64 1.99
H 3.70 -26.21 -0.54
H -3.87 -19.40 -1.06
H -2.67 -19.29 0.74
H 3.65 -17.98 -7.44
H -1.26 -18.70 -6.69
H 2.65 -22.67 -0.08
H 5.71 -20.76 -5.96
H -1.18 -19.66 -0.09
H 4.60 -15.06 -6.84
H 1.38 -19.81 -8.51
H 1.64 -19.60 -2.17
H 1.26 -25.81 -0.28
H -3.01 -20.53 -3.16
H 3.56 -17.12 0.38
H -2.33 -23.16 2.67
H 4.61 -16.52 -0.84
H -4.27 -17.75 -0.68
H -0.34 -18.53 -8.18
H 6.09 -18.93 -1.73
H 0.10 -22.16 -6.59
H -3.92 -21.59 -1.97
H 0.72 -15.78 -2.87
H 0.72 -20.19 -5.77
H -0.43 -22.16 -1.86
H 3.14 -14.80 -5.89
H 4.91 -20.15 -7.44
H 3.81 -22.87 -5.44
H 7.34 -18.71 -0.59
H 2.62 -23.72 -4.54
H 3.93 -19.30 -0.87
H 0.41 -17.96 -6.70
H -1.62 -19.02 2.93
H -0.57 -21.52 -8.13
H -1.38 -25.31 -2.48
H 6.51 -20.27 1.45
H 5.86 -21.94 1.47
H 2.88 -19.54 -5.65
H 2.00 -22.41 -5.50
H -0.04 -16.45 0.05
H -1.17 -25.14 -0.77
H 5.23 -17.26 -7.37
H 0.86 -24.05 -0.17
H -0.46 -19.68 2.05
H 3.04 -15.69 -7.40
H 4.73 -25.14 -1.46
H 3.36 -20.94 -4.19
H 0.78 -16.77 1.60
H -3.77 -18.13 -2.29

---

Which structure is most stable? b, by 55.3 kcal/mol over the runner-up.

---

a | 21
Properties=species:S:1:pos:R:3 method="wB97M-V/def2-TZVPD" e_homo_ev="-15.20 / -15.19" total_charge=+1 homo_lumo_gap_ev="11.3 / 6.2" e_lumo_ev="-3.9 / -9.0" spin_multiplicity=2
O 2.20 0.35 -0.79
N 0.89 2.09 -0.47
C -0.36 2.75 -0.26
C 0.91 -1.31 1.23
C -1.38 -1.91 0.43
C 1.04 0.72 -0.74
C 0.03 -1.53 -0.02
C -0.11 -0.22 -0.83
H -0.20 -0.45 -1.90
H 0.55 -1.92 2.06
H -1.04 2.11 0.30
H 0.50 -2.33 -0.59
H -0.20 3.72 0.18
H 1.95 -1.53 1.01
H 1.59 2.68 -0.93
H -1.93 -1.17 1.01
H 0.94 -0.27 1.59
H -0.90 2.86 -1.21
H -1.35 -2.82 1.01
H -2.04 -2.06 -0.43
H -1.08 0.24 -0.65

---

b | 21
Properties=species:S:1:pos:R:3 method="wB97M-V/def2-TZVPD" e_homo_ev="-12.71 / -12.72" total_charge=+1 homo_lumo_gap_ev="9.3 / 6.0" e_lumo_ev="-3.4 / -6.7" spin_multiplicity=2
O 3.51 -0.54 0.09
N -1.60 0.84 -3.42
C -0.21 -0.02 3.66
C -0.17 -0.43 -0.24
C 0.15 0.04 2.20
C -0.65 -0.31 1.20
C -1.05 0.35 -1.14
C -1.09 0.06 -2.51
H -2.17 1.64 -3.19
H 1.18 0.33 2.03
H 0.18 -0.99 3.98
H -0.61 -0.83 -2.90
H -1.66 -0.70 1.34
H 0.84 0.01 -0.31
H 3.70 -0.11 0.93
H -1.70 1.11 -0.71
H -1.28 -0.05 3.85
H -1.77 0.44 -4.34
H -0.13 -1.49 -0.51
H 4.32 -0.59 -0.43
H 0.37 0.69 4.25

---

Which structure is most stable? b, by 16.3 kcal/mol over the runner-up.